{"formula": "C4H7NO2", "method": "wB97M-V/def2-TZVPD", "elements": ["O", "C", "C", "C", "C", "N", "O", "H", "H", "H", "H", "H", "H", "H"], "coordinates": [[-2.2993, -1.7149, 0.3142], [-1.4627, -1.8506, -0.5546], [-0.6723, -0.5933, -0.8982], [0.3706, -0.3126, 0.1694], [0.8395, 1.1520, 0.0405], [1.3700, 1.8121, 1.1088], [0.7309, 1.7218, -1.0206], [-1.3155, -2.8612, -0.9651], [-0.3401, -0.5583, -1.9489], [-1.3338, 0.2734, -0.9264], [-0.1035, -0.3680, 1.1424], [1.0916, -1.1130, 0.3274], [1.6845, 1.5907, 2.0449], [1.4401, 2.8220, 1.1662]], "smiles": "NC(=O)CCC=O", "homo_lumo_gap_ev": 10.7, "homo_energy_ha": -0.364, "e_tot_ev": -9845.931}